14
Properties=species:S:1:pos:R:3:forces:R:3 method="wB97M-V/def2-TZVPD" homo_energy_ev=-9.3 gap_ev=9.860 charge=0 de_lowest_kj_mol=139.8 energy_ha=-340.97718
H -0.554 -0.352 -1.998 -0.098 0.347 -0.062
C -0.869 0.029 -0.106 -2.036 -2.175 3.154
O -2.043 0.358 -0.209 0.843 0.753 0.267
H 0.824 -0.643 -1.101 0.418 0.120 0.794
H -0.707 -1.362 1.404 0.831 0.750 -1.395
H 3.668 0.258 -1.059 -1.708 -1.077 -1.216
H -0.788 -0.209 3.275 -0.216 -0.396 -0.870
H -1.702 0.683 1.988 -0.240 0.669 0.697
H 3.406 0.731 -2.426 -1.098 -1.279 0.342
O 3.034 0.021 -1.824 2.747 2.292 0.902
N -0.237 -0.452 1.158 -1.048 -0.722 0.996
C -0.729 0.330 2.307 -0.948 -1.238 -0.055
N -0.116 -0.308 -1.093 1.297 -0.420 -3.800
H -0.015 1.035 2.526 1.255 2.377 0.246